Record 1
{"formula": "C5H15N5O10", "method": "wB97M-V/def2-TZVPD", "e_above_lowest_kcal_mol": 14.7, "total_energy_ha": -1225.1911, "species": ["O", "O", "O", "O", "O", "O", "O", "O", "O", "O", "N", "N", "N", "N", "N", "C", "C", "C", "C", "C", "H", "H", "H", "H", "H", "H", "H", "H", "H", "H", "H", "H", "H", "H", "H"], "coordinates": [[0.586, -1.453, -2.853], [3.831, -0.192, -2.095], [0.840, 2.348, -1.079], [-4.462, 1.258, 0.831], [0.561, 1.319, 4.953], [-5.883, 1.058, 2.438], [1.106, 1.323, 0.779], [-0.528, -0.230, 3.955], [2.641, 1.199, -3.212], [-0.807, -1.794, -1.265], [-4.766, 1.229, 2.001], [0.411, 1.707, -0.146], [-0.039, -2.184, -2.119], [0.457, 0.450, 4.117], [3.341, 0.218, -3.127], [-1.023, 1.367, -0.104], [1.622, 0.196, 3.221], [0.136, -3.660, -2.299], [-3.696, 1.526, 3.008], [3.470, -0.613, -4.358], [4.127, -0.035, -5.007], [-3.492, 0.639, 3.591], [-0.297, -3.888, -3.267], [1.679, -0.891, 3.232], [-0.374, -4.140, -1.474], [2.472, -0.569, -4.782], [3.855, -1.591, -4.113], [-2.822, 1.816, 2.427], [-1.438, 1.556, -1.088], [-1.054, 0.292, 0.055], [1.394, 0.559, 2.222], [-1.529, 1.866, 0.712], [1.213, -3.800, -2.248], [2.508, 0.676, 3.612], [-4.040, 2.439, 3.483]]}



Record 2
{"formula": "C12H17BCdN6O2", "method": "wB97M-V/def2-TZVPD", "charge": 2, "e_above_lowest_kcal_mol": 0.0, "total_energy_ha": -1138.3875, "species": ["Cd", "O", "O", "N", "N", "N", "N", "N", "N", "C", "C", "C", "C", "C", "C", "C", "C", "C", "C", "C", "C", "B", "H", "H", "H", "H", "H", "H", "H", "H", "H", "H", "H", "H", "H", "H", "H", "H", "H"], "coordinates": [[-1.212, -0.297, 0.261], [-0.425, 2.377, 1.580], [-2.573, 2.143, 2.029], [-0.141, -1.632, -1.151], [0.406, -0.658, 1.742], [0.734, 1.234, -0.637], [1.735, -0.925, 1.406], [1.963, 0.614, -0.594], [1.246, -1.699, -1.130], [2.444, -1.174, 2.527], [2.354, 2.687, -1.238], [1.562, -1.135, 3.602], [0.557, -2.940, -2.838], [0.288, -0.808, 3.089], [-0.573, -2.390, -2.191], [1.679, -2.462, -2.161], [2.943, 1.473, -0.941], [-1.420, 1.687, 1.435], [0.962, 2.498, -1.050], [-3.183, 0.759, -2.029], [-3.661, 1.164, 2.021], [2.118, -0.863, -0.122], [3.256, -1.206, -0.234], [-2.149, 0.938, -1.623], [-4.426, 1.552, 2.686], [-0.668, -0.736, 3.644], [-1.616, -2.557, -2.461], [2.890, 3.582, -1.542], [1.800, -1.348, 4.612], [-3.059, 0.341, -3.052], [3.971, 1.098, -0.931], [0.178, 3.242, -1.212], [-4.070, 1.058, 1.007], [0.591, -3.594, -3.673], [-3.756, 1.696, -2.017], [2.733, -2.568, -2.392], [3.510, -1.380, 2.560], [-3.694, 0.037, -1.376], [-3.297, 0.194, 2.391]]}



Record 3
{"formula": "ClH6NiO3", "method": "wB97M-V/def2-TZVPD", "charge": 1, "spin_multiplicity": 3, "e_above_lowest_kcal_mol": 8.8, "total_energy_ha": -2197.3852, "species": ["Ni", "Cl", "O", "O", "O", "H", "H", "H", "H", "H", "H"], "coordinates": [[0.899, -2.393, -3.562], [0.655, -0.769, -1.667], [-0.523, 1.927, 0.471], [2.299, -0.327, 1.454], [-2.183, -0.919, 0.007], [2.379, 0.482, 1.958], [-2.068, -0.559, 0.886], [-0.189, 1.784, -0.415], [-1.357, -0.734, -0.439], [1.538, -0.185, 0.891], [-1.450, 1.695, 0.417]]}



Record 4
{"formula": "C13H36Cl4O6S6", "method": "wB97M-V/def2-TZVPD", "e_above_lowest_kcal_mol": 31.4, "total_energy_ha": -5197.9653, "species": ["Cl", "Cl", "Cl", "Cl", "S", "S", "S", "S", "S", "S", "O", "O", "O", "O", "O", "O", "C", "C", "C", "C", "C", "C", "C", "C", "C", "C", "C", "C", "C", "H", "H", "H", "H", "H", "H", "H", "H", "H", "H", "H", "H", "H", "H", "H", "H", "H", "H", "H", "H", "H", "H", "H", "H", "H", "H", "H", "H", "H", "H", "H", "H", "H", "H", "H", "H"], "coordinates": [[-1.343, -0.998, -2.611], [-0.381, 1.639, -3.353], [-2.980, 1.252, -1.899], [-2.690, 0.481, -4.687], [0.489, -1.033, 0.971], [-2.032, -5.927, -1.370], [-1.448, -2.350, 4.541], [3.472, 2.803, -2.751], [-3.820, 3.279, 1.756], [5.874, 0.421, -0.873], [-0.620, -1.072, 4.298], [-0.192, -2.184, 0.248], [-1.384, -7.265, -1.050], [-2.795, 2.645, 0.826], [6.138, -0.871, -0.074], [3.199, 1.328, -2.558], [-0.803, 0.234, 1.360], [-4.718, 1.907, 2.647], [-1.806, 0.627, -3.105], [-1.623, -3.263, 3.014], [7.525, 1.094, -1.464], [1.558, -0.071, -0.232], [-0.696, -4.881, -2.195], [-2.113, -5.059, 0.279], [2.541, 3.331, -4.213], [2.514, 3.689, -1.525], [5.390, 1.843, 0.156], [-5.237, 3.768, 0.640], [-3.175, -1.795, 4.670], [-5.560, 2.245, 3.251], [-3.868, -2.636, 4.697], [2.686, 4.749, -1.709], [-2.015, -4.009, 0.002], [-0.766, -3.808, -2.015], [4.366, 1.783, 0.525], [-3.063, -5.305, 0.754], [1.533, 3.670, -3.977], [-4.058, 1.208, 3.161], [-5.963, 4.266, 1.283], [5.490, 2.755, -0.433], [-2.111, -4.230, 3.135], [-5.027, 4.502, -0.138], [6.023, 1.762, 1.040], [-0.682, -4.976, -3.281], [1.202, -0.286, -1.240], [-3.395, -1.078, 3.879], [2.862, 3.377, -0.541], [1.456, 0.928, 0.194], [-3.301, -1.188, 5.567], [-2.094, -2.609, 2.279], [8.018, 0.332, -2.067], [1.449, 3.466, -1.600], [2.584, 2.510, -4.930], [-1.252, 0.496, 0.402], [2.989, 4.272, -4.532], [2.593, -0.400, -0.136], [-0.426, 1.172, 1.769], [-1.238, -5.240, 0.903], [-0.576, -3.405, 2.749], [0.274, -5.190, -1.805], [7.503, 2.027, -2.027], [8.046, 1.295, -0.528], [-1.670, -0.182, 1.872], [-5.759, 2.941, 0.159], [-5.091, 1.214, 1.893]]}



Record 5
{"formula": "C3H10N2", "method": "wB97M-V/def2-TZVPD", "e_above_lowest_kcal_mol": 28.0, "total_energy_ha": -229.7647, "species": ["N", "N", "C", "C", "C", "H", "H", "H", "H", "H", "H", "H", "H", "H", "H"], "coordinates": [[0.322, 1.707, 0.932], [0.284, -1.698, -1.714], [-1.464, 0.061, 1.118], [1.072, -0.856, -2.215], [0.018, 0.350, 1.394], [-1.979, 1.005, 1.242], [1.384, -0.839, -3.265], [0.677, -0.366, 0.902], [-1.836, -0.583, 1.920], [1.551, -0.117, -1.576], [-1.592, -0.486, 0.193], [1.261, 2.043, 1.106], [0.192, 0.330, 2.471], [0.203, 1.768, -0.077], [-0.093, -2.319, -2.430]]}



Record 6
{"formula": "C8H22Cl2N2O2Pd", "method": "wB97M-V/def2-TZVPD", "spin_multiplicity": 3, "e_above_lowest_kcal_mol": 24.0, "total_energy_ha": -1626.2490, "species": ["Pd", "Cl", "Cl", "O", "O", "N", "N", "C", "C", "C", "C", "C", "C", "C", "C", "H", "H", "H", "H", "H", "H", "H", "H", "H", "H", "H", "H", "H", "H", "H", "H", "H", "H", "H", "H", "H", "H"], "coordinates": [[0.379, -0.464, -1.240], [1.559, 0.144, -3.397], [-0.366, -2.803, -1.786], [1.096, 1.248, -0.136], [-1.088, -0.520, 0.502], [2.173, -1.288, -0.093], [-1.600, 0.417, -2.105], [-2.639, 0.498, -1.050], [-3.565, -0.705, -1.130], [2.263, 0.977, 0.638], [0.930, 2.612, -0.437], [-1.982, 0.578, 0.354], [2.168, -0.457, 1.155], [3.353, -0.738, 2.088], [-1.453, -1.420, 1.526], [-2.873, -1.557, -1.094], [2.356, 1.712, 1.442], [1.243, -0.703, 1.670], [-4.106, -0.782, -2.072], [2.413, -2.244, 0.188], [0.127, 2.693, -1.173], [3.085, -1.107, -0.530], [-0.658, -2.142, 1.716], [4.303, -0.376, 1.695], [1.832, 3.053, -0.866], [-2.801, 0.586, 1.076], [3.126, -0.239, 3.033], [-1.395, 1.487, 0.484], [-4.272, -0.691, -0.302], [-1.684, -0.853, 2.434], [-1.617, 1.331, -2.551], [0.585, 3.326, 0.324], [-2.311, -2.047, 1.259], [3.178, 1.085, 0.046], [-1.940, -0.211, -2.831], [-3.252, 1.404, -1.148], [3.436, -1.802, 2.312]]}